Record 1
The following is a quantum chemistry calculation of a 5-piece molecular cluster, C4H18NO5 overall at a distorted geometry, from OMol25.

```
28
Properties=species:S:1:pos:R:3:forces:R:3:mulliken_charge:R:1
O -1.743709 1.088254 -0.517675 2.122 0.848 -1.029 -0.293
O 2.017881 0.794571 1.839795 3.319 1.418 0.014 -0.698
O -0.252801 3.144144 2.129188 1.309 -1.095 -2.878 -0.628
O 0.685348 1.578189 -0.133304 -2.205 -0.963 -0.631 -0.797
O 1.863889 0.726112 -2.177065 -1.879 0.231 0.523 -0.683
N -1.006278 -1.990750 1.634315 1.361 -1.011 -5.157 -0.703
C -1.973202 0.003666 0.272823 1.429 -1.895 0.218 -0.626
C -0.713383 -2.039296 -0.794677 0.566 -1.416 -2.003 -0.444
C -0.810116 -1.106802 0.396041 0.126 1.020 1.179 1.394
C 0.315434 -1.570850 -1.864697 1.067 0.685 2.309 -1.069
H 2.569202 1.321904 -2.044167 1.642 0.963 -0.148 0.281
H -1.208014 -1.575951 2.450045 -0.650 2.247 3.432 0.200
H 0.173630 -0.480003 0.343377 -1.489 -1.147 0.714 -0.478
H -0.210372 -2.640091 1.750900 -0.745 0.723 -0.231 0.214
H 1.234598 -1.105338 -1.376135 -1.467 -0.355 -0.386 0.287
H -0.414904 2.206663 2.297648 -0.197 0.087 0.807 0.284
H 1.210673 1.109798 -1.473970 1.352 -1.117 -1.318 0.431
H -1.669077 -2.241430 -1.448469 1.317 0.074 1.998 0.133
H 0.827852 2.506030 -0.199072 0.092 1.418 -0.538 0.172
H 2.824486 1.383054 1.513997 -2.629 -1.983 1.135 0.316
H 1.355513 0.954018 1.160297 0.027 0.160 -0.327 0.316
H -0.260230 -2.966455 -0.376795 -0.976 0.207 -0.368 0.228
H 0.831205 -2.369225 -2.399666 -0.988 -0.023 -0.660 0.395
H -2.713917 -0.530061 -0.350041 -0.785 -0.031 0.746 0.360
H 0.240720 2.931067 1.240121 -1.383 1.209 2.747 0.369
H -2.265005 0.464422 1.205807 -0.941 -0.714 0.629 0.382
H -0.690955 1.197188 -0.688689 0.000 0.412 0.310 0.425
H -0.218467 -0.792829 -2.389931 0.605 0.045 -1.085 0.235
```
Forces are in eV/Å.

Summary:
<S²>: 0.757
Spin multiplicity: 2
Energy above the lowest of the compared OMol25 structures with the same formula, charge and spin in kJ/mol: 305.5
Total charge: 0
HOMO level (alpha / beta) in eV: -10.0 / -9.9



Record 2
The following is a quantum chemistry calculation of a 6-piece molecular cluster, C4H18O6S2 overall at a distorted geometry, from OMol25.

```
30
Properties=species:S:1:pos:R:3:forces:R:3:mulliken_charge:R:1
S -0.856319 0.616840 -2.796383 -0.958 0.666 0.177 -0.016
S -1.167821 2.522494 -2.051467 -0.169 0.283 -0.666 -0.127
O -0.432089 -3.059682 3.588726 -0.267 -1.213 1.631 -0.611
O -1.837693 -2.160404 1.600166 -0.292 0.203 -0.520 -0.642
O 2.074489 1.060618 3.627836 0.420 -0.296 0.774 -0.623
O 4.370917 -1.558102 -0.468996 -0.433 0.028 -0.452 -0.631
O 2.674857 2.374736 -1.696275 -0.365 0.656 -0.970 -0.476
O -1.647847 -3.034831 -0.976010 -0.175 0.197 -0.192 -0.654
C 1.724525 2.857337 -1.141789 0.807 -1.961 3.314 0.122
C -2.601942 0.069449 -2.864462 0.676 -0.947 0.568 -0.862
C -0.673531 2.456195 -0.356475 2.282 -0.167 2.216 -0.547
C 0.817113 2.008670 -0.223804 -0.520 -0.892 -1.326 -0.401
H -2.787500 -2.022713 1.679712 0.094 -0.061 0.177 0.278
H -0.708814 -3.110647 -1.179170 -0.099 0.196 -0.055 0.321
H 4.454711 -0.845989 -1.114335 0.251 0.150 0.166 0.326
H -0.184147 -2.807978 2.708491 0.285 0.978 0.086 0.309
H 3.587976 -2.013220 -0.807211 0.164 -0.140 0.275 0.303
H 1.454650 0.524306 3.126317 0.030 0.629 -0.345 0.317
H -1.755148 -2.964316 1.064055 -0.167 0.218 -0.056 0.372
H 1.247875 2.107379 0.772172 -0.230 0.699 0.308 0.060
H -3.010649 -0.014610 -1.849242 -0.137 0.538 -0.381 0.266
H -1.844092 -2.084174 -0.888334 0.399 -0.531 -0.027 0.336
H 1.685506 3.861908 -0.696214 0.026 1.056 -1.296 0.274
H 2.205409 1.954281 3.299040 -0.461 -0.340 -0.421 0.314
H -2.475979 -0.952684 -3.173337 -0.042 -0.741 -0.301 0.325
H 0.949511 0.921212 -0.359717 -0.188 0.394 -0.675 0.337
H -1.222940 1.824524 0.334554 -0.663 -0.103 -0.320 0.323
H -0.144418 -2.499223 4.324130 0.261 0.074 -1.057 0.298
H -3.257439 0.510965 -3.607951 0.182 0.605 0.233 0.346
H -0.639163 3.457668 0.125986 -0.710 -0.179 -0.866 0.365
```
Forces are in eV/Å.

Summary:
Total charge: 0
SMILES: CSSCCC=O.O.O.O.O.O
HOMO level in eV: -9.4



Record 3
The following is a quantum chemistry calculation of a 5-piece molecular cluster, C4H19N2O4 overall at a distorted geometry, from OMol25.

```
29
Properties=species:S:1:pos:R:3:forces:R:3:mulliken_charge:R:1
O 2.477299 -1.539163 -1.498798 0.402 -1.372 -0.293 -0.719
O 0.530199 1.041737 -3.123543 -0.257 0.407 0.446 -0.643
O 0.616582 2.731361 -0.850565 -0.031 -0.057 0.215 -0.608
O 2.156042 -2.936559 1.421770 -0.196 -0.214 -0.382 -0.622
N 0.194730 -0.460881 -0.437584 -1.011 -1.454 -0.212 -0.003
N -3.044554 1.753386 1.558264 -0.277 0.266 -0.193 -0.686
C -2.489984 0.995655 0.428048 0.680 0.207 0.612 -0.053
C 0.382996 -0.732276 1.932361 -1.811 0.872 0.658 -1.079
C -0.473962 -0.552175 0.939003 2.691 1.012 -0.608 0.839
C -1.911298 -0.335601 0.968023 -1.762 -0.668 -0.242 -1.337
H -2.336984 1.943901 2.260480 0.168 -0.296 -0.031 0.221
H 1.026805 -1.071287 -0.463734 -0.096 0.588 0.155 0.237
H 0.957285 2.700622 -1.747340 0.026 -0.060 -0.080 0.285
H 0.955581 0.227089 -3.400636 0.284 0.250 -0.553 0.307
H -0.140663 -0.604354 2.881757 0.649 -0.507 0.173 0.301
H 2.219201 -2.447265 -1.235667 0.102 0.454 0.036 0.298
H -1.745582 1.638430 -0.072910 0.042 -0.668 -0.270 0.221
H 0.874151 3.592244 -0.504139 -0.009 -0.056 0.068 0.289
H -3.283895 2.683344 1.227610 -0.320 -0.074 -0.004 0.255
H -2.337656 -0.524239 1.961655 0.549 0.427 0.141 0.480
H 2.925730 -2.651612 1.919799 0.114 -0.234 0.183 0.328
H 0.665825 1.757533 -3.767757 0.043 -0.846 -0.014 0.308
H 1.444198 -0.868357 1.888171 0.007 0.077 -0.190 0.391
H -3.267700 0.713287 -0.275783 -0.218 0.442 0.002 0.289
H 3.324534 -1.742453 -1.937714 -0.298 0.581 0.175 0.321
H -0.464208 -0.884341 -1.096822 0.089 0.059 -0.152 0.458
H 1.642809 -3.530442 1.986365 0.308 0.121 -0.009 0.315
H 0.458805 0.426320 -0.890761 -0.200 0.523 0.779 0.224
H -2.414646 -1.178583 0.459957 0.332 0.218 -0.409 0.384
```
Forces are in eV/Å.

Summary:
Energy above the lowest of the compared OMol25 structures with the same formula, charge and spin in kJ/mol: 181.7
Total charge: +1
HOMO level in eV: -12.2



Record 4
The following is a quantum chemistry calculation of a 6-piece molecular cluster, C4H19N2O7 overall at a distorted geometry, from OMol25.

```
32
Properties=species:S:1:pos:R:3:forces:R:3:mulliken_charge:R:1
O -3.150371 -0.594312 2.194505 0.060 -0.147 0.144 -0.682
O 0.664711 -1.127007 -1.351806 -0.466 0.131 0.206 -0.814
O -3.320353 -0.692787 -0.835838 -0.778 0.902 0.078 -0.796
O -1.480909 -2.374642 -0.891548 -0.220 -0.287 1.479 -0.822
O 2.812126 1.565560 3.289765 0.286 0.591 0.640 -0.580
O -2.184234 1.821304 -1.410505 -0.077 0.418 -0.769 -0.771
O 2.792284 -2.660310 -1.508945 -0.383 0.128 0.309 -0.719
N 0.834360 1.445017 2.122969 0.516 -0.507 0.635 -0.171
N 0.657780 1.242570 -1.565150 0.154 -0.414 -0.140 -0.354
C 0.482260 0.792111 0.894660 -1.184 -0.690 -2.167 -0.088
C 1.381608 1.163708 -0.302314 -0.496 0.906 0.952 -0.651
C 1.963161 0.941954 2.709469 -0.301 -0.466 -0.277 0.059
C 0.349551 -0.113785 -2.182697 0.261 0.235 -0.009 -0.233
H 0.378725 -0.295464 0.942326 0.664 0.030 0.700 0.316
H 2.288206 0.571766 -0.245628 0.242 -0.339 -0.481 0.169
H -1.915227 -2.764704 -1.643335 0.641 0.043 -0.698 0.305
H 1.199568 1.839701 -2.181880 -0.057 -0.338 -0.146 0.216
H 1.650225 2.196157 -0.080632 0.360 0.245 -0.091 0.591
H -3.051166 0.075431 -1.366890 -0.173 -0.259 0.104 0.373
H -2.784531 0.282241 2.324709 0.066 0.078 -0.028 0.284
H 2.030169 -0.149961 2.592611 0.001 -0.109 -0.107 0.391
H -0.673763 -1.746985 -1.002571 0.677 -0.832 -1.057 0.360
H -0.516622 0.993962 0.502750 -0.214 0.725 0.736 -0.426
H -0.730855 -0.112330 -2.421956 0.007 0.070 -0.062 0.176
H -1.287322 1.784924 -1.816930 -0.260 -0.048 0.872 0.416
H -2.097220 1.438945 -0.535446 0.229 0.022 0.082 0.309
H 1.982927 -2.068674 -1.546773 0.162 0.114 -0.357 0.461
H -3.008219 -0.786959 1.254680 -0.240 0.125 -0.167 0.381
H -2.564004 -1.320858 -0.851032 0.126 -0.161 0.091 0.500
H 0.875024 -0.155752 -3.151984 0.153 0.008 -0.088 0.261
H 2.652484 -2.985688 -0.614190 0.336 -0.276 0.033 0.264
H 0.770409 2.447699 2.220259 -0.094 0.101 -0.418 0.272
```
Forces are in eV/Å.

Summary:
Energy above the lowest of the compared OMol25 structures with the same formula, charge and spin in kJ/mol: 135.0
Total charge: -1
HOMO level in eV: -5.4



What is the formula in the first record?
C4H18NO5



Which formula does entry 3 have?
C4H19N2O4



The lowest total charge belongs to which entry?
C4H19N2O7



Which of these has the highest total charge?
C4H19N2O4